ORCA calculation (wB97M-V/def2-TZVPD) on a molecular structure, C4H11OS at a distorted geometry.

As for the HOMO-LUMO gap: 6.61 eV. As for the molar mass: 107.20 g/mol. The value obtained for the HOMO energy is -2.90 eV. For the energy relative to the best compared isomer or geometry (same formula, charge and spin), the calculation gives 79.31 kcal/mol. The LUMO energy is 3.7 eV. Its total energy is -632.3367 hartree.

```
! RIJCOSX wB97M-V def2-TZVPD def2/J DEFGRID3
* xyz -1 1
H 0.66 0.22 0.44
H -0.40 -2.07 0.89
H 0.09 -0.52 -2.00
C -0.17 0.50 -2.22
O -0.09 1.77 0.04
C -0.77 1.24 -1.01
H -1.55 1.78 -1.55
H -0.82 0.54 -3.14
C 0.62 -1.72 1.20
S -0.43 0.56 2.61
H 0.73 -2.18 2.30
H 1.45 -2.09 0.58
H 1.79 0.11 1.90
C 0.87 -0.21 1.41
H 0.71 1.07 -2.35
H -1.56 0.18 -0.69
H -1.15 0.81 1.59
*
```